Arrangement A

The following is a DFT calculation (wB97M-V/def2-TZVPD) of 2 unconnected molecules or ions with the total composition C5H12O2.

Last column: Mulliken charge in e.
Atoms and positions in Å:
1 C -1.344 -0.561 1.414  -0.817
2 O -0.155 -0.387 0.664  -0.501
3 C -0.265 0.537 -0.431  0.765
4 C -0.643 1.937 0.035  -1.480
5 C 1.083 0.549 -1.136  -1.439
6 C 2.013 -2.632 -0.431  -0.294
7 O 0.710 -2.683 -0.512  -0.310
8 H -1.612 0.350 1.960  0.310
9 H -1.151 -1.354 2.140  0.279
10 H -2.183 -0.853 0.767  0.348
11 H -1.044 0.156 -1.112  0.210
12 H 0.104 2.315 0.742  0.334
13 H -1.628 1.977 0.506  0.405
14 H -0.666 2.604 -0.832  0.425
15 H 1.875 0.766 -0.411  0.344
16 H 1.093 1.330 -1.902  0.420
17 H 1.306 -0.406 -1.619  0.327
18 H 2.232 -1.717 0.200  0.156
19 H 0.274 -1.927 -0.042  0.519

For the LUMO energy, the calculation gives 0.781 eV. The value obtained for the gap between HOMO and LUMO is 8.97 eV.

Arrangement B

The following is a DFT calculation (wB97M-V/def2-TZVPD) of 3 unconnected molecules or ions with the total composition C5H12O2.

Last column: Mulliken charge in e.
Atoms and positions in Å:
1 C 2.833 -1.328 0.438  -0.688
2 O 1.462 -1.279 0.743  -0.280
3 C 1.019 0.022 1.001  -0.282
4 C -0.414 -0.041 1.484  -0.186
5 O -1.097 0.943 1.628  -0.472
6 H 3.440 -0.973 1.285  0.291
7 H 3.073 -0.710 -0.440  0.292
8 H 3.083 -2.370 0.226  0.241
9 H 1.078 0.673 0.114  0.310
10 H 1.625 0.500 1.790  0.368
11 H -0.779 -1.061 1.723  0.405
12 H -1.057 -0.913 -0.968  -0.318
13 H -0.566 -1.416 -0.723  0.328
14 C -2.261 0.924 -1.912  -0.697
15 C -2.314 1.739 -0.866  -0.396
16 H -1.469 0.988 -2.654  0.292
17 H -3.000 0.141 -2.061  0.319
18 H -3.083 1.648 -0.105  0.224
19 H -1.572 2.515 -0.703  0.249

Its SMILES is COCC=O.[H][H].C=C. For the LUMO energy, the calculation gives 0.938 eV. The value obtained for the gap between HOMO and LUMO is 10.83 eV.

Decreasing stability: arrangement B, arrangement A